#w
Computed, not measured: a 3-piece molecular cluster, C5H13NO3 overall, with ωB97M-V/def2-TZVPD.

CARTESIAN COORDINATES (ANGSTROEM)
1 C -0.66884 -2.36290 0.43511
2 O 0.12131 -3.10727 -0.49510
3 C 1.33533 -2.61164 -0.77931
4 N 2.00132 -3.42739 -1.62689
5 O 1.80027 -1.59403 -0.31324
6 H -1.53660 -2.98157 0.64545
7 H -0.99234 -1.42003 -0.00620
8 H -0.10014 -2.16404 1.34428
9 H 2.95032 -3.20838 -1.87033
10 H 1.55692 -4.24771 -1.99700
11 C -1.51794 2.93393 -0.47733
12 C -1.24995 2.40031 0.72212
13 C -0.11499 2.82158 1.59514
14 H -1.01242 3.82744 -0.81358
15 H -2.41828 2.66464 -1.00826
16 H -1.88397 1.62380 1.12990
17 H -0.49640 3.22340 2.53383
18 H 0.48289 3.59033 1.10963
19 H 0.52810 1.96889 1.80919
20 O 0.06861 0.57833 -0.57544
21 H 0.82558 -0.00820 -0.41887
22 H 0.32123 1.50049 -0.94309

SMILES string: COC(N)=O.C=CC.O
frontier orbital gap: 9.862 eV

Löwdin population analysis, charges in e, atoms 1 to 8: number 1, C, carries -0.039; number 2, O, carries -0.029; number 3, C, carries -0.626; number 4, N, carries 0.188; number 5, O, carries 0.060; number 6, H, carries 0.092; number 7, H, carries 0.077; number 8, H, carries 0.100

---

#x
Computed, not measured: a 3-piece molecular cluster, C5H13NO3 overall, with ωB97M-V/def2-TZVPD.

CARTESIAN COORDINATES (ANGSTROEM)
1 O -1.99925 1.68388 1.12077
2 C -1.63875 1.02144 2.05834
3 O -0.63191 0.17152 2.03208
4 O -2.18719 1.06455 3.27827
5 H -0.32722 -0.03193 1.10501
6 H -2.93001 1.68437 3.28285
7 C 1.58717 1.17099 -0.18202
8 C 2.33337 1.19727 -1.31291
9 H 1.97955 0.70543 0.71212
10 H 0.72560 1.81411 -0.06643
11 H 3.31037 0.73516 -1.33592
12 H 2.07604 1.86062 -2.12587
13 C -1.13103 -0.62457 -1.31494
14 N 0.18918 -0.74175 -0.70166
15 C 0.48393 -2.10304 -0.26101
16 H -1.26449 0.39540 -1.67184
17 H -1.90038 -0.87702 -0.58570
18 H -1.25386 -1.30072 -2.16965
19 H 0.90029 -0.48218 -1.43408
20 H -0.19434 -2.36498 0.55056
21 H 0.35866 -2.83702 -1.06559
22 H 1.51428 -2.14151 0.08763

SMILES string: O=C(O)O.C=C.CNC
frontier orbital gap: 9.655 eV

Löwdin population analysis, charges in e, atoms 1 to 8: number 1, O, carries 0.096; number 2, C, carries -0.680; number 3, O, carries 0.119; number 4, O, carries 0.138; number 5, H, carries 0.080; number 6, H, carries 0.133; number 7, C, carries -0.098; number 8, C, carries -0.087

---

Least stable = #x

---

#w
Computed, not measured: a 2-piece molecular cluster, C2H4OS2 overall, with ωB97M-V/def2-TZVPD.

CARTESIAN COORDINATES (ANGSTROEM)
1 C -0.92093 0.29873 1.34590
2 C -0.29995 -0.13934 -1.82704
3 O 1.73194 0.34254 1.32346
4 S 1.14331 -0.88450 -1.84442
5 S 0.52407 1.10618 1.58182
6 H -1.15956 -0.71857 1.35041
7 H -1.77698 0.97799 1.59497
8 H -0.75838 -0.17504 -2.91455
9 H 1.51648 -0.80799 -0.61055

frontier orbital gap: 8.229 eV

Löwdin population analysis, charges in e, atoms 1 to 8: number 1, C, carries -0.300; number 2, C, carries -0.481; number 3, O, carries -0.606; number 4, S, carries 0.744; number 5, S, carries 0.835; number 6, H, carries 0.004; number 7, H, carries 0.028; number 8, H, carries -0.028

---

#x
Computed, not measured: one molecule with the formula C2H4OS2, with ωB97M-V/def2-TZVPD.

CARTESIAN COORDINATES (ANGSTROEM)
1 C 0.64148 -0.00530 1.13427
2 C -1.36948 0.16929 -0.39322
3 O 0.00374 0.07201 -0.09773
4 S 2.16900 0.67300 1.09009
5 S -1.57256 -0.73176 -1.96596
6 H 0.08877 0.18852 2.14684
7 H -2.17686 0.02001 0.25397
8 H 2.43817 0.28765 -0.14774
9 H -0.22226 -0.67343 -2.02052

frontier orbital gap (alpha / beta): 7.707 / 7.952 eV

Löwdin population analysis, charges in e, atoms 1 to 8: number 1, C, carries -0.607; number 2, C, carries -0.447; number 3, O, carries -0.334; number 4, S, carries 0.792; number 5, S, carries 0.706; number 6, H, carries 0.104; number 7, H, carries 0.029; number 8, H, carries -0.121

---

Least stable = #w

---

#w
Computed, not measured: a 2-piece molecular cluster, C2H4OS2 overall, with ωB97M-V/def2-TZVPD.

CARTESIAN COORDINATES (ANGSTROEM)
1 O -0.37668 -3.22273 0.12305
2 C 0.57187 -2.53771 0.30370
3 S 0.62930 -1.15801 1.34976
4 H 1.49195 -2.87548 -0.15404
5 H -0.73932 -1.16604 1.67062
6 C 0.65639 1.65393 -1.79219
7 S -0.74485 1.01250 -2.29470
8 H 1.17820 1.03457 -1.04975
9 H 1.02414 2.63007 -2.13169

SMILES string: O=CS.C=S
frontier orbital gap: 8.476 eV

Löwdin population analysis, charges in e, atoms 1 to 8: number 1, O, carries -0.028; number 2, C, carries -0.746; number 3, S, carries 0.769; number 4, H, carries 0.074; number 5, H, carries -0.057; number 6, C, carries -0.570; number 7, S, carries 0.583; number 8, H, carries -0.032

---

#x
Computed, not measured: one molecule with the formula C2H4OS2, with ωB97M-V/def2-TZVPD.

CARTESIAN COORDINATES (ANGSTROEM)
1 C -0.77414 -0.69536 -0.53902
2 C 0.19677 0.24937 0.12958
3 O -3.51262 -0.47886 -3.94507
4 S -1.70765 -0.27115 -1.92382
5 S -3.47808 -1.37280 -2.81340
6 H -0.99874 -1.37551 0.21371
7 H 0.33557 1.01302 -0.58833
8 H 1.17796 -0.28521 0.42523
9 H -0.24295 0.67364 1.03497

frontier orbital gap (alpha / beta): 8.307 / 5.827 eV

Löwdin population analysis, charges in e, atoms 1 to 8: number 1, C, carries -0.572; number 2, C, carries -0.187; number 3, O, carries -0.716; number 4, S, carries 0.643; number 5, S, carries 0.597; number 6, H, carries 0.024; number 7, H, carries 0.032; number 8, H, carries 0.108

---

#y
Computed, not measured: C2H4OS2 as an isolated structure, with ωB97M-V/def2-TZVPD.

CARTESIAN COORDINATES (ANGSTROEM)
1 C 0.27529 1.43202 0.42786
2 C -0.25724 -0.76034 -0.52231
3 O -0.53716 -1.75073 0.37792
4 S -1.28424 0.71564 -0.19337
5 S 1.35252 0.11942 -0.23332
6 H 0.49168 2.40285 -0.00886
7 H 0.30237 1.46638 1.51482
8 H -0.33069 -1.08368 -1.56531
9 H -0.01253 -2.54156 0.20257

frontier orbital gap: 9.445 eV

Löwdin population analysis, charges in e, atoms 1 to 8: number 1, C, carries -0.761; number 2, C, carries -0.942; number 3, O, carries -0.120; number 4, S, carries 0.814; number 5, S, carries 0.779; number 6, H, carries 0.027; number 7, H, carries 0.031; number 8, H, carries 0.071

---

#z
Computed, not measured: one molecule with the formula C2H4OS2, with ωB97M-V/def2-TZVPD.

CARTESIAN COORDINATES (ANGSTROEM)
1 C -0.62038 0.92386 -0.21185
2 C 0.78395 0.57701 0.02508
3 S 2.02600 1.53981 0.05313
4 S 1.34783 -1.44364 0.07832
5 O -0.17665 -2.06270 -0.04154
6 H -1.15139 0.53672 0.70916
7 H -1.15351 0.49415 -0.97666
8 H -0.78081 1.96437 -0.45868
9 H -0.27504 -2.52957 0.82303

SMILES string: CC(=S)SO
frontier orbital gap: 8.541 eV

Löwdin population analysis, charges in e, atoms 1 to 8: number 1, C, carries -0.182; number 2, C, carries -1.014; number 3, S, carries 0.690; number 4, S, carries 0.770; number 5, O, carries -0.541; number 6, H, carries 0.113; number 7, H, carries 0.047; number 8, H, carries 0.078

---

Least stable = #x